1.
DFT (ωB97M-V/def2-TZVPD) results for 2 unconnected molecules or ions with the total composition C7H10FN2 at a distorted geometry.

```
20
Properties=species:S:1:pos:R:3:forces:R:3
C -0.2380 0.6368 -1.6439 1.390 -0.187 -0.378
C -3.1771 -0.6550 0.6134 0.659 -2.853 -2.371
C -0.2012 1.3650 -0.5186 -1.349 -0.851 0.736
C 0.6854 -0.6858 -0.0902 1.126 -0.472 -0.838
C -3.1143 -1.6130 -0.1453 -0.129 4.327 3.016
C -0.5997 2.7506 -0.1411 0.231 -0.103 0.821
C 1.4048 -1.9121 0.4613 -1.104 -0.395 -2.109
N 0.4444 -0.5772 -1.4026 -0.995 -0.033 -2.035
N 0.3048 0.4912 0.4630 0.263 -0.820 -0.695
F -2.9962 0.3877 1.3004 -0.209 0.922 0.514
H -0.5398 0.9499 -2.6193 -0.056 -0.107 -0.332
H 0.6796 -1.2223 -2.2531 -0.502 1.242 2.794
H -3.1394 -2.5708 -0.4604 -0.230 -2.376 -1.173
H -1.5532 2.9527 0.3774 -0.102 -0.739 -0.790
H -0.4595 3.4655 -0.9595 0.146 -0.186 0.426
H 0.0794 2.8772 0.6972 0.514 1.189 -0.129
H 0.9645 -2.8416 0.0095 -0.006 0.968 0.354
H 1.2582 -1.9887 1.4839 -0.029 -0.093 2.041
H 2.4540 -2.0138 0.1938 0.141 0.730 0.094
H 0.2890 0.7059 1.4487 0.240 -0.161 0.054
```
Forces are in eV/Å.

The value obtained for the energy relative to the best compared isomer or geometry (same formula, charge and spin) is 0.973 eV. The calculation puts the LUMO energy at -2.945 eV. Its charge is +1. Its HOMO-LUMO gap is 10.61 eV. Its total energy is -481.7637 hartree.

2.
DFT (ωB97M-V/def2-TZVPD) results for 2 unconnected molecules or ions with the total composition C3H2IO3 at a distorted geometry.

```
9
Properties=species:S:1:pos:R:3:forces:R:3
C 0.6529 -0.0075 -2.0872 -0.663 0.961 1.204
C 0.0439 0.0763 0.9410 1.748 0.740 0.099
C -1.0023 0.4593 1.8146 0.401 2.081 1.283
O -1.3747 -0.3241 0.8362 -2.412 -1.188 -0.507
O -1.4785 1.1446 2.6980 -0.087 -1.097 -0.774
O 1.3708 -0.2256 -3.0194 0.110 -0.192 -0.686
I 1.2006 -1.4754 2.0480 0.270 -0.474 0.211
H 0.9665 -0.1803 -1.0052 -0.597 0.025 -1.032
H -0.3792 0.5327 -2.2259 1.230 -0.856 0.200
```
Forces are in eV/Å.

The value obtained for the energy relative to the best compared isomer or geometry (same formula, charge and spin) is 2.456 eV. The calculation puts the LUMO energy at 3.172 eV. Its charge is -1. Its HOMO-LUMO gap is 7.08 eV. Its total energy is -638.8777 hartree.

3.
DFT (ωB97M-V/def2-TZVPD) results for a molecular structure, C7H2InNO10 at a distorted geometry.

```
21
Properties=species:S:1:pos:R:3:forces:R:3
In -10.2986 30.2728 7.7201 -0.403 -0.622 -0.498
C -7.1894 30.4584 9.1698 -3.110 -1.364 -2.044
O -7.5931 31.3018 8.3180 1.590 0.085 1.060
O -6.2361 29.6643 9.2039 1.321 0.815 0.147
O -8.1039 29.9932 9.9543 0.105 0.638 0.767
N -8.1190 26.8809 7.0946 1.504 1.740 -0.090
O -9.1663 27.5575 7.2887 -0.595 -0.188 -0.006
O -7.3076 26.7463 8.0373 -0.617 -0.677 -0.316
O -7.8099 26.5368 5.9346 -0.466 -0.497 0.432
C -14.9977 29.5301 5.8056 1.992 0.213 -0.112
C -13.6146 29.8500 5.9080 -0.577 0.519 1.738
C -13.1460 31.2845 5.4594 -0.065 -1.398 -0.455
O -11.9817 31.5918 5.7705 0.015 0.336 0.080
C -14.0290 31.9932 4.6248 1.830 0.223 1.124
C -15.3540 31.6143 4.3856 -0.351 0.474 -1.788
C -15.8638 30.3628 5.1132 -2.916 -0.232 -0.157
O -17.0869 30.0725 5.1020 0.811 0.810 -0.398
O -16.0219 32.2286 3.5278 -0.226 -0.792 1.038
O -12.8371 29.2011 6.6224 0.532 -0.137 -0.227
H -15.4147 28.7070 6.3663 0.097 -0.144 -0.090
H -13.5628 32.8527 4.1585 -0.471 0.197 -0.205
```
Forces are in eV/Å.

The value obtained for the energy relative to the best compared isomer or geometry (same formula, charge and spin) is 0.000 eV. The calculation puts the LUMO energy at 0.169 eV. Its charge is -2. Its HOMO-LUMO gap is 1.84 eV. Its total energy is -1265.0106 hartree.

4.
DFT (ωB97M-V/def2-TZVPD) results for a gas-phase ion, C5H12NOS (charge -1) at a distorted geometry.

```
20
Properties=species:S:1:pos:R:3:forces:R:3
C 1.3155 2.1118 0.1073 -0.625 0.289 -0.806
N 0.4678 1.0056 0.4931 -0.107 -1.049 1.334
C 0.3199 0.0040 -0.5570 1.229 -0.304 -1.100
C 1.7015 -0.9043 -0.6039 -2.530 -0.406 1.769
O 1.8242 -1.5389 0.5851 0.433 0.368 0.238
C -0.8117 -0.9586 -0.2182 -0.821 1.125 -0.536
C -2.1454 -0.2968 0.1253 -0.652 0.432 1.127
S -3.3470 -1.3428 1.0746 0.289 -0.265 0.271
H 1.7927 1.9617 -0.8701 0.667 -0.482 0.384
H 2.0287 2.4207 0.8703 0.011 -0.043 -0.081
H 0.6640 2.9434 -0.1785 -0.072 0.521 0.560
H 0.8092 0.4482 1.3342 0.038 0.916 -1.504
H 0.2098 0.4930 -1.5592 -0.200 -0.059 0.662
H 2.4982 -0.1781 -0.7979 0.413 -0.037 -0.719
H 1.4687 -1.6692 -1.3685 0.586 0.387 -0.934
H -1.0464 -1.5979 -1.0683 0.647 -0.634 0.202
H -0.3700 -1.4228 0.6614 -0.261 -0.877 0.028
H -2.9071 -0.1093 -0.6548 1.155 0.427 -0.430
H -1.9489 0.6229 0.7112 -0.268 -0.443 -0.425
H -2.5236 -1.9926 1.9138 0.069 0.135 -0.041
```
Forces are in eV/Å.

The value obtained for the energy relative to the best compared isomer or geometry (same formula, charge and spin) is 2.876 eV. As for the structure (SMILES): CN[C@@H](C[O-])CCS. The calculation puts the LUMO energy at 3.245 eV. Its charge is -1. Its HOMO-LUMO gap is 5.84 eV. Its total energy is -725.8489 hartree.

5.
DFT (ωB97M-V/def2-TZVPD) results for a molecular structure, C22H17N4O7RuS3.

```
54
Properties=species:S:1:pos:R:3:forces:R:3
Ru -0.0119 -0.3962 -0.2254 0.169 0.019 0.148
O -0.8606 -1.9668 -1.1542 0.067 -0.272 0.276
N -1.8371 -2.5965 -0.4644 -0.004 -0.005 -0.201
C -2.6918 -3.3460 -1.1877 0.009 -0.013 -0.006
C -3.6822 -4.0575 -0.5715 0.007 0.001 -0.118
C -3.7871 -3.9880 0.8194 -0.018 -0.014 0.089
C -2.9118 -3.2079 1.5292 -0.011 0.013 0.054
C -1.9091 -2.4794 0.8732 0.099 -0.002 0.051
S -0.7446 -1.5028 1.6683 -0.129 0.261 0.225
H -2.5145 -3.3169 -2.2514 0.007 -0.003 -0.008
H -4.3636 -4.6464 -1.1664 0.009 0.003 -0.002
H -4.5628 -4.5375 1.3348 0.000 -0.001 0.006
H -2.9728 -3.1191 2.6043 -0.005 0.007 -0.004
O 1.4280 -0.6968 -1.8989 0.051 0.183 -0.176
C 2.4577 -1.3696 -1.8319 -0.203 -0.018 0.056
C 3.1476 -1.7856 -0.6404 0.007 -0.009 -0.203
C 4.2684 -2.6074 -0.8012 0.049 -0.024 0.017
C 5.0081 -2.9714 0.2908 0.077 0.012 -0.061
C 4.6771 -2.5113 1.5752 -0.055 0.055 0.026
C 3.5905 -1.7016 1.7484 0.105 -0.104 0.071
C 2.7692 -1.3258 0.6521 -0.029 0.193 0.002
O 1.7756 -0.5427 0.8614 0.016 -0.198 -0.183
N 6.1728 -3.8335 0.1130 -0.125 -0.215 0.029
O 6.8090 -4.1386 1.1051 0.009 0.097 -0.040
O 6.4274 -4.2249 -1.0121 0.030 0.094 0.021
H 2.9092 -1.6991 -2.7815 -0.008 0.038 0.033
H 4.5587 -2.9528 -1.7848 0.011 -0.001 -0.002
H 5.2941 -2.8079 2.4112 0.002 -0.001 0.001
H 3.3152 -1.3301 2.7257 -0.004 -0.009 0.006
O -2.4119 4.4993 0.3257 -0.010 0.139 0.032
C -3.4315 3.6421 0.1796 -0.093 -0.068 0.040
C -4.7209 4.1765 0.1975 -0.016 -0.027 -0.008
C -5.8202 3.3546 0.0690 0.000 -0.012 -0.004
C -5.6644 1.9772 -0.0794 -0.003 0.015 -0.001
C -4.3931 1.4444 -0.1003 -0.004 0.023 -0.008
C -3.2619 2.2556 0.0236 -0.099 0.024 0.018
C -1.9316 1.6239 -0.0181 -0.395 -0.066 -0.010
O -1.8810 0.3438 -0.1525 -0.078 -0.194 -0.487
N -0.8835 2.3792 0.0845 0.322 0.266 0.090
N 0.3090 1.6607 -0.0039 0.205 -0.021 0.305
C 1.3405 2.4258 -0.0676 0.017 0.094 -0.067
S 2.9970 1.8717 -0.1731 -0.075 -0.158 0.047
C 3.6073 3.4466 -0.8253 0.030 0.004 -0.009
C 2.8936 4.5528 -0.0797 -0.014 -0.010 0.034
S 1.1245 4.1696 -0.0979 -0.001 -0.031 -0.029
H -1.5819 3.9770 0.3278 0.089 -0.040 -0.054
H -4.8247 5.2460 0.3190 -0.002 0.012 0.002
H -6.8120 3.7883 0.0872 -0.006 -0.001 -0.001
H -6.5281 1.3344 -0.1772 -0.010 -0.005 -0.001
H -4.2414 0.3800 -0.2148 0.000 -0.007 0.000
H 3.4125 3.5031 -1.8962 -0.002 -0.011 0.010
H 4.6831 3.4684 -0.6536 0.001 -0.005 -0.003
H 3.0233 5.5192 -0.5660 -0.001 -0.010 -0.001
H 3.2389 4.6197 0.9513 0.013 0.002 0.000
```
Forces are in eV/Å.

The value obtained for the energy relative to the best compared isomer or geometry (same formula, charge and spin) is 0.843 eV. Its spin multiplicity is 2. The calculation puts the LUMO energy (alpha / beta) at -0.405 / -0.503 eV. Its HOMO-LUMO gap (alpha / beta) is 7.47 / 7.19 eV. Its total energy is -2883.6099 hartree.

6.
DFT (ωB97M-V/def2-TZVPD) results for a molecular structure, C3H8N2O at a distorted geometry.

```
14
Properties=species:S:1:pos:R:3:forces:R:3
C -0.6326 -0.6727 -0.3857 -3.514 1.597 0.028
C 0.3913 1.4859 -0.0965 0.308 0.131 -0.235
C 1.1691 -1.0876 0.2879 0.678 1.568 1.378
N -0.0651 0.2478 0.5337 2.284 -2.478 -0.772
N -2.1557 0.4449 0.1293 -0.024 -0.294 -0.342
O -3.0627 0.0578 0.7608 0.280 -0.271 -0.267
H -1.0577 -1.5884 -0.0009 0.370 -0.132 0.006
H -0.5672 -0.5232 -1.4606 0.226 -0.142 0.120
H 1.4098 1.3919 -0.4950 -0.024 0.033 0.101
H 0.3842 2.2692 0.6598 0.047 -0.052 -0.022
H -0.2389 1.8153 -0.9282 -0.101 -0.199 0.126
H 2.0255 -0.4172 0.2823 0.142 -0.154 0.120
H 1.0886 -1.6125 1.2317 -0.050 0.036 0.033
H 1.3114 -1.8113 -0.5185 -0.621 0.355 -0.273
```
Forces are in eV/Å.

The value obtained for the energy relative to the best compared isomer or geometry (same formula, charge and spin) is 8.076 eV. The calculation puts the LUMO energy (alpha / beta) at 0.491 / 0.488 eV. Its HOMO-LUMO gap (alpha / beta) is 7.13 / 7.13 eV. Its total energy is -303.5953 hartree.